A 9-piece molecular cluster, C26H72N2O15 overall at a distorted geometry. Source: OMol25; level of theory: ωB97M-V with the def2-TZVPD basis set.

Each atom is followed by the atoms it is bonded to, with distances in Å.
Geometry (Å):
1 C 6.316 -1.286 8.677  O2 1.447, H10 1.114, H11 1.055, H12 1.071
2 O 6.291 -1.741 7.303  C1 1.447, C3 1.417
3 C 4.978 -1.579 6.797  O2 1.417, C4 1.546, H13 1.121, H14 1.036
4 C 5.017 -1.773 5.264  C3 1.546, N5 1.442, H15 1.046, H16 1.062
5 N 3.706 -1.490 4.735  C4 1.442, C6 1.471, H17 1.081
6 C 3.694 -1.362 3.269  N5 1.471, C7 1.478, H18 1.044, H19 1.095
7 C 4.129 -0.009 2.864  C6 1.478, O8 1.213, H20 1.056, H21 1.056
8 O 4.212 0.299 1.694  C7 1.213, C9 1.437
9 C 4.630 1.620 1.314  O8 1.437, H22 1.112, H23 1.078, H24 1.161
10 H 6.192 -0.187 8.811  C1 1.114
11 H 7.303 -1.501 8.981  C1 1.055
12 H 5.657 -1.743 9.386  C1 1.071
13 H 4.679 -0.519 7.005  C3 1.121
14 H 4.393 -2.305 7.247  C3 1.036
15 H 5.298 -2.735 4.962  C4 1.046
16 H 5.582 -1.000 4.804  C4 1.062
17 H 3.718 -0.468 5.085  N5 1.081
18 H 2.672 -1.348 3.058  C6 1.044
19 H 4.194 -2.189 2.753  C6 1.095
20 H 4.988 0.320 3.382  C7 1.056
21 H 3.383 0.640 3.235  C7 1.056
22 H 3.848 2.410 1.333  C9 1.112
23 H 5.106 1.578 0.347  C9 1.078
24 H 5.389 2.248 1.927  C9 1.161
25 C -0.557 -2.979 -4.077  O26 1.441, H34 1.154, H35 1.065, H36 1.181
26 O -1.844 -2.455 -3.696  C25 1.441, C27 1.399
27 C -2.616 -3.221 -2.816  O26 1.399, C28 1.563, H37 1.080, H38 1.072
28 C -3.994 -2.486 -2.766  C27 1.563, N29 1.475, H39 1.067, H40 1.089
29 N -4.896 -3.269 -1.900  C28 1.475, C30 1.471, H41 0.984
30 C -6.122 -2.479 -1.704  N29 1.471, C31 1.528, H42 1.078, H43 1.126
31 C -6.989 -3.219 -0.687  C30 1.528, O32 1.176, H44 1.125, H45 1.086
32 O -8.020 -2.698 -0.471  C31 1.176, C33 1.453
33 C -8.930 -3.214 0.537  O32 1.453, H46 1.067, H47 1.148, H48 1.123
34 H -0.731 -4.038 -4.503  C25 1.154
35 H -0.019 -3.049 -3.160  C25 1.065
36 H 0.082 -2.258 -4.759  C25 1.181
37 H -2.078 -3.303 -1.883  C27 1.080
38 H -2.741 -4.192 -3.252  C27 1.072
39 H -4.550 -2.480 -3.676  C28 1.067
40 H -3.799 -1.471 -2.421  C28 1.089
41 H -5.120 -4.205 -2.102  N29 0.984
42 H -6.588 -2.212 -2.639  C30 1.078
43 H -5.784 -1.563 -1.143  C30 1.126
44 H -6.360 -3.177 0.245  C31 1.125
45 H -7.086 -4.269 -0.949  C31 1.086
46 H -9.347 -4.088 0.091  C33 1.067
47 H -9.815 -2.490 0.651  C33 1.148
48 H -8.469 -3.494 1.522  C33 1.123
49 O 2.505 3.806 -0.263  C50 1.412, H53 0.959
50 C 1.482 4.584 -0.845  O49 1.412, C51 1.387, H54 1.128, H55 1.087
51 C 0.551 4.898 0.134  C50 1.387, O52 1.365, H56 1.082, H57 1.075
52 O -0.432 5.533 -0.569  C51 1.365, H58 0.937
53 H 2.533 2.961 -0.717  O49 0.959
54 H 1.887 5.546 -1.274  C50 1.128
55 H 0.996 4.129 -1.705  C50 1.087
56 H 0.939 5.581 0.877  C51 1.082
57 H 0.031 4.057 0.557  C51 1.075
58 H -0.624 5.070 -1.362  O52 0.937
59 O -2.063 0.445 -5.323  C60 1.380, H63 0.952
60 C -1.828 1.435 -4.391  O59 1.380, C61 1.433, H64 1.078, H65 1.020
61 C -1.955 1.008 -3.029  C60 1.433, O62 1.431, H66 1.103, H67 1.100
62 O -1.691 1.997 -2.030  C61 1.431, H68 0.961
63 H -2.744 -0.137 -5.000  O59 0.952
64 H -0.890 1.901 -4.649  C60 1.078
65 H -2.498 2.195 -4.504  C60 1.020
66 H -1.257 0.160 -2.929  C61 1.103
67 H -2.954 0.573 -2.872  C61 1.100
68 H -1.725 1.485 -1.218  O62 0.961
69 O 2.032 -1.833 0.505  C70 1.418, H73 0.992
70 C 2.064 -3.178 0.954  O69 1.418, C71 1.451, H74 1.142, H75 1.068
71 C 1.360 -4.027 0.011  C70 1.451, O72 1.434, H76 1.075, H77 1.107
72 O 0.003 -3.563 0.046  C71 1.434, H78 0.963
73 H 1.125 -1.460 0.651  O69 0.992
74 H 3.155 -3.512 0.990  C70 1.142
75 H 1.756 -3.325 1.966  C70 1.068
76 H 1.329 -5.086 0.192  C71 1.075
77 H 1.751 -3.974 -1.023  C71 1.107
78 H -0.440 -4.047 -0.659  O72 0.963
79 O -3.796 -2.093 0.431  C80 1.402, H83 0.929
80 C -3.293 -0.809 0.181  O79 1.402, C81 1.435, H84 1.077, H85 1.109
81 C -1.869 -0.854 0.345  C80 1.435, O82 1.380, H86 1.088, H87 1.101
82 O -1.639 0.496 0.169  C81 1.380, H88 0.952
83 H -3.958 -2.587 -0.338  O79 0.929
84 H -3.818 -0.258 -0.580  C80 1.077
85 H -3.688 -0.259 1.058  C80 1.109
86 H -1.341 -1.366 -0.457  C81 1.088
87 H -1.592 -1.169 1.363  C81 1.101
88 H -1.171 0.735 0.963  O82 0.952
89 C 1.133 2.747 2.641  C90 1.446, H92 1.128, H93 1.051, H94 1.064
90 C 0.946 1.591 1.792  C89 1.446, O91 1.353, H95 1.108, H96 1.070
91 O 0.058 0.724 2.330  C90 1.353, H97 0.998
92 H 1.534 2.479 3.660  C89 1.128
93 H 0.205 3.205 2.824  C89 1.051
94 H 1.695 3.534 2.198  C89 1.064
95 H 1.878 1.004 1.675  C90 1.108
96 H 0.662 1.972 0.833  C90 1.070
97 H 0.318 0.380 3.230  O91 0.998
98 C 1.547 0.988 -3.254  C99 1.454, H101 1.082, H102 1.172, H103 1.109
99 C 1.898 0.280 -2.033  C98 1.454, O100 1.394, H104 1.171, H105 1.110
100 O 2.551 1.116 -1.129  C99 1.394, H106 0.929
101 H 0.984 1.756 -2.742  C98 1.082
102 H 0.709 0.544 -3.942  C98 1.172
103 H 2.435 1.283 -3.849  C98 1.109
104 H 2.561 -0.675 -2.174  C99 1.171
105 H 1.028 -0.134 -1.482  C99 1.110
106 H 2.929 0.678 -0.402  O100 0.929
107 C 0.099 6.256 -3.906  C108 1.440, H110 1.086, H111 1.078, H112 1.081
108 C -0.305 4.880 -4.040  C107 1.440, O109 1.416, H113 1.097, H114 1.113
109 O -1.181 4.479 -3.002  C108 1.416, H115 0.973
110 H -0.787 6.884 -3.920  C107 1.086
111 H 0.773 6.489 -4.715  C107 1.078
112 H 0.596 6.475 -2.971  C107 1.081
113 H 0.636 4.317 -4.063  C108 1.097
114 H -0.913 4.609 -4.933  C108 1.113
115 H -1.232 3.509 -2.961  O109 0.973

Output
Strongest force on any atom ... 16.631 eV/Å
Net charge ... 0
Calculated total energy ... -2271.44085 Eh
Kohn-Sham gap ... 9.67 eV
SMILES ... COCCNCCOC.COCCNCCOC.OCCO.OCCO.OCCO.OCCO.CCO.CCO.CCO

Mulliken atomic charge list, values in e, 6 entries: number 1, C, carries -0.79; number 2, O, carries -0.32; number 3, C, carries -0.46; number 4, C, carries -0.65; number 5, N, carries -0.37; number 6, C, carries -0.13